C55H46CrF9O3 | the ωB97M-V functional and the def2-TZVPD basis

The geometry in XYZ format:
```
114
Properties=species:S:1:pos:R:3:forces:R:3:lowdin_spin:R:1
F -2.239389 -2.201635 -2.719727 0.01 0.08 0.06 0.000
C -1.852992 1.074340 -3.571991 -0.09 0.29 -0.48 0.000
H 2.333060 0.451308 -0.097490 0.00 0.01 -0.05 0.000
H 1.590029 -4.241377 -0.915495 -0.10 -0.07 0.06 0.000
H -0.070422 -1.414804 2.599092 0.01 0.03 0.12 0.000
H 0.456982 3.707833 -0.677496 0.21 -0.12 0.17 0.000
C 1.859881 0.975329 3.433722 -0.13 0.20 -0.36 0.000
H 3.178945 -1.659020 -2.453129 -0.23 0.03 0.15 0.000
C 3.356854 -3.643684 -3.162442 0.47 0.11 -0.58 0.000
C -1.405365 0.211494 -4.559039 0.60 -0.53 0.55 0.000
C -4.967083 2.655437 -3.166399 0.06 0.52 -0.12 0.000
H 6.986911 2.112609 -0.080484 0.03 -0.12 0.08 0.000
C 4.937448 2.554921 -0.530470 0.41 -0.01 -0.32 0.000
C 1.516151 -4.470341 -4.489423 -0.14 -0.38 0.30 0.000
C -0.575277 -2.949641 4.034925 0.05 0.01 0.57 0.000
H -0.558800 -3.555202 -1.232594 -0.02 0.29 -0.19 0.000
F 3.489527 -5.718839 -4.268135 0.01 -0.06 0.18 0.000
H -0.832442 -0.292334 -1.766841 0.33 -0.32 -0.25 0.000
H -3.449807 2.966657 -1.661581 -0.02 -0.26 -0.27 0.000
H 0.219149 -0.394232 -5.752050 0.25 0.30 -0.22 0.000
C -3.058172 -3.583073 1.041596 -0.17 -0.45 0.21 0.000
C 0.347229 5.110823 2.423094 -0.05 -0.15 0.21 0.002
C -3.757277 -2.411803 -0.937492 -0.48 -0.30 0.19 0.000
H -0.453333 1.492170 5.863693 -0.12 -0.29 -0.07 0.000
H 0.651336 4.968994 3.453233 -0.13 -0.03 0.00 0.000
C 4.371219 0.021222 0.376430 -0.30 -0.47 0.46 0.000
F 0.919432 3.375643 -3.383828 -0.10 0.05 -0.14 0.000
C 1.932106 -4.174921 0.110328 0.37 -0.02 -0.23 0.000
H -3.733061 5.376869 -1.516723 0.11 -0.11 0.00 0.000
C 0.439448 1.097748 5.394167 -0.20 0.46 0.07 0.001
C -4.041103 -2.905263 0.336683 0.26 0.01 -0.31 0.000
H -1.054106 -4.375110 1.013975 -0.06 -0.06 0.01 0.000
O -0.191095 -0.279940 -1.024226 -0.41 0.24 -0.05 0.001
C -0.748316 0.504561 -0.145569 -0.14 1.42 1.44 0.007
C -2.867986 -2.927587 4.754640 0.07 -0.32 0.11 0.000
C 3.634085 2.093907 -0.578837 -0.23 0.36 0.22 0.000
C -0.367533 5.596251 -0.202907 0.36 0.30 -0.02 0.001
C 0.134878 2.370281 -3.836594 0.15 0.18 -0.08 0.000
H 1.651948 1.587268 -5.139887 -0.04 0.20 -0.09 0.000
H -4.533111 -1.951610 -1.535003 0.11 0.13 -0.04 0.000
O -0.166685 0.874739 0.922392 0.26 -0.33 0.17 -0.037
C 0.287428 4.417924 0.124678 -0.68 -0.45 -0.09 0.006
H 3.803166 0.110078 3.754330 -0.03 0.13 -0.11 0.000
F -0.305763 1.882788 3.265588 -0.58 0.45 0.48 0.023
H 4.374405 -3.762037 -2.813061 -0.04 -0.04 0.06 0.000
C 1.899585 -2.955591 0.767208 -0.07 0.22 0.42 0.000
H 2.835608 2.754422 -0.892665 0.03 -0.04 -0.17 0.000
H -2.772311 0.887246 -3.033796 -0.04 0.02 -0.09 0.000
C 2.512425 -5.285214 0.712962 -0.18 -0.01 0.25 0.000
C 5.971462 1.739682 -0.086955 0.13 0.41 0.01 0.000
C -1.589256 -3.476299 4.819315 -0.34 0.25 0.07 0.000
H -5.045352 -2.818237 0.729949 0.05 0.14 0.09 0.000
C -5.913879 3.332631 -3.912787 -0.30 -0.24 -0.02 0.000
C 1.362138 -2.310466 -3.432458 0.39 0.05 -0.21 0.000
C -2.061337 -1.257719 3.307022 -0.11 -0.51 0.01 0.004
H 4.148371 -0.935164 0.838325 0.05 -0.07 -0.22 0.000
H -0.207188 -3.189750 -4.586782 0.01 -0.15 -0.02 0.000
C -0.143323 0.405113 -5.118419 -0.43 -0.19 -0.13 0.000
C -4.330704 4.794864 -2.206378 -0.32 0.38 -0.38 0.000
O -1.904411 0.996482 -0.299123 -1.54 0.37 0.02 -0.017
H 1.946458 1.185784 2.374369 0.24 -0.20 0.03 0.000
H 3.442971 -0.270863 6.156716 0.01 0.00 -0.01 0.000
H -1.451766 2.885736 -2.502255 0.12 0.14 -0.07 0.000
H 2.264362 -1.915584 2.608260 0.16 -0.04 0.04 0.000
H 1.274741 0.327042 7.197344 0.04 0.01 0.00 0.000
C 2.792033 -4.613861 -3.961290 -0.43 0.06 -0.14 0.000
H -3.668884 -3.468165 5.242592 -0.10 0.34 0.16 0.000
H -3.274996 -3.996972 2.018980 -0.04 0.05 -0.02 0.000
C -0.626702 6.570927 0.757053 0.20 -0.25 -0.50 0.002
C 5.667656 0.485596 0.391164 -0.13 0.19 0.04 0.000
C -6.102109 4.696533 -3.828171 0.15 0.56 0.05 0.000
H 2.533010 -6.262137 0.249795 0.14 0.07 -0.16 0.000
H -1.437348 -4.289794 5.515444 0.21 -0.20 -0.29 0.000
H 1.470972 -2.078584 0.293660 0.01 -0.08 -0.12 0.000
H 0.835607 -1.389873 -3.224700 -0.10 -0.02 -0.13 0.000
C 2.912402 -3.968054 2.711616 0.03 0.46 -0.08 0.000
F 6.633516 -0.271686 0.937966 0.00 -0.07 -0.12 0.000
C -1.107066 2.210505 -3.272999 -0.17 -0.26 0.70 0.000
H 1.033055 3.203679 1.755716 0.31 0.07 -0.19 0.000
F -6.727490 2.629754 -4.722173 0.09 -0.04 -0.02 0.000
C -0.820836 -1.821409 3.268598 0.66 0.15 -0.50 0.001
H -4.847456 1.586852 -3.255347 -0.11 -0.03 -0.02 0.000
C 3.017033 -5.146023 1.992331 0.00 0.07 0.21 0.000
F -0.556837 7.181371 3.026085 0.10 0.07 -0.03 0.000
H -4.106510 -1.382460 3.843266 -0.04 -0.03 0.28 0.000
C -4.171911 3.427433 -2.330866 0.22 -0.19 0.85 0.000
C -3.116641 -1.789627 4.007951 -0.32 0.22 -0.49 0.001
F -2.298524 -0.183275 2.447928 -0.42 0.06 0.26 0.037
Cr -1.918016 1.847261 1.673620 2.41 -1.44 -1.91 3.961
H -0.608413 5.783126 -1.241976 -0.03 0.08 0.03 0.000
F 3.627534 -6.192768 2.573870 -0.15 -0.06 -0.02 0.000
H 1.049400 -5.296974 -5.009484 0.19 0.08 -0.25 0.000
H 5.192787 3.551117 -0.867861 -0.13 0.02 -0.02 0.000
C 0.633209 1.503295 -4.787215 0.26 -0.48 0.18 0.000
C -1.511436 -3.314499 -0.780592 -0.20 -0.66 0.06 0.000
H -6.860846 5.212845 -4.399777 -0.07 -0.29 -0.15 0.000
C -5.291372 5.438155 -2.981706 0.09 -0.26 0.20 0.000
C -2.512686 -2.654086 -1.466781 0.42 0.20 -0.05 0.000
C 0.610350 4.149943 1.452622 -0.19 0.15 -0.06 0.005
C 0.688340 1.315788 4.061574 0.24 -0.45 0.16 0.001
H -1.897509 -0.732082 -4.755942 -0.29 0.20 -0.10 0.000
C -0.280141 6.288433 2.063416 -0.01 0.15 0.01 0.001
C 0.801397 -3.319185 -4.212192 -0.18 0.34 0.34 0.000
C 2.660503 0.175144 5.558971 -0.23 -0.20 -0.09 0.000
C 1.442846 0.498728 6.142899 0.12 0.16 0.07 0.000
H -5.428739 6.507832 -2.901437 -0.03 0.00 -0.04 0.000
C 2.374726 -2.854476 2.076513 -0.37 -0.27 -0.34 0.000
H -0.996630 7.533363 0.433160 -0.27 0.02 0.35 0.000
C 2.662175 -2.459095 -2.971638 0.06 -0.01 0.40 0.000
H 3.242811 -3.888751 3.739084 0.17 -0.22 -0.05 0.000
H 0.412906 -3.388466 4.055169 0.00 0.00 -0.13 0.000
C -1.818366 -3.833750 0.470742 0.17 0.63 0.04 0.000
C 3.350600 0.823782 -0.115913 0.04 -0.27 0.09 0.000
C 2.861471 0.401742 4.202808 0.16 -0.10 0.13 0.000
```
Positions in Å, forces in eV/Å.

The HOMO-LUMO gap (alpha / beta) is 0.22484 / 0.23991 Ha. The LUMO energy (alpha / beta) comes out at -4.984 / -4.574 eV. As for the HOMO energy (alpha / beta): -11.10 / -11.10 eV. The expectation value of S² is 6.032. The calculation puts the total energy at -4292.19588 hartree. As for the multiplicity: 5. The energy relative to the best compared isomer or geometry (same formula, charge and spin) is 66.0 kJ/mol. As for the charge: +1.